{"formula": "C6H13NS", "method": "the ωB97M-V functional and the def2-TZVPD basis", "species": ["C", "C", "C", "C", "C", "C", "H", "H", "H", "H", "H", "H", "H", "H", "H", "H", "H", "H", "N", "S", "H"], "positions_angstrom": [[-1.4458, 1.2854, 0.9263], [-0.6542, 0.0419, 0.4430], [-1.5382, -1.1214, 0.8703], [0.6746, -0.1469, 0.0392], [1.5207, 0.9954, -0.4872], [1.2543, -1.5419, -0.2714], [-0.8521, 1.4480, 1.8251], [-2.5025, 1.0863, 1.0594], [-1.2945, 2.0510, 0.2257], [-1.8870, -0.9515, 1.8398], [-1.0564, -2.1552, 0.8587], [-2.4554, -1.1885, 0.1925], [2.5195, 0.7888, -0.3059], [1.0195, 1.9388, -0.0516], [1.3460, 1.0738, -1.6679], [0.9911, -2.0500, 0.6504], [2.3453, -1.3901, -0.3716], [0.8100, -1.9683, -1.1466], [-0.4742, 1.0875, -2.7390], [-1.4011, 0.1521, -1.9030], [0.2824, 0.8045, -3.3708]], "orbital_gap_ev": 7.3527, "e_homo_ha": -0.279, "fmax_ha_per_bohr": 0.0914, "e_lumo_ev": -0.23}



{"formula": "C4H7NO", "method": "the ωB97M-V functional and the def2-TZVPD basis", "species": ["C", "N", "C", "C", "C", "O", "H", "H", "H", "H", "H", "H", "H"], "positions_angstrom": [[1.7130, 0.3481, -0.3365], [0.2749, 0.3145, -0.4907], [-0.5615, 0.9798, 0.4640], [-0.5150, -0.5157, 0.3988], [-1.5934, -1.2065, -0.3619], [-2.2156, -2.1727, -0.0032], [2.0931, 1.2143, -0.8877], [2.1290, -0.5578, -0.7890], [2.0572, 0.4117, 0.7100], [-0.0944, 1.4555, 1.3298], [-1.4305, 1.4985, 0.0642], [-0.0531, -1.0319, 1.2396], [-1.7475, -0.7218, -1.3467]], "orbital_gap_ev": 10.5705, "e_homo_ha": -0.354, "fmax_ha_per_bohr": 0.0061, "e_lumo_ev": 0.92}



{"formula": "C14H32ClP2S4V", "method": "the ωB97M-V functional and the def2-TZVPD basis", "species": ["V", "C", "C", "S", "C", "C", "S", "C", "C", "S", "C", "C", "S", "H", "H", "H", "H", "H", "H", "H", "H", "H", "H", "H", "H", "H", "H", "H", "H", "C", "P", "C", "C", "C", "P", "C", "C", "H", "H", "H", "H", "H", "H", "H", "H", "H", "H", "H", "H", "H", "H", "H", "H", "Cl"], "positions_angstrom": [[-0.1847, 0.0668, 0.4483], [-1.3713, 0.9025, -2.9885], [-0.1292, 1.6754, -3.3718], [1.4382, 1.1456, -2.6272], [1.8324, -0.4432, -3.3951], [0.9800, -1.6297, -2.9871], [0.7358, -1.7428, -1.1833], [-0.6422, -2.9333, -1.2333], [-1.3003, -3.1092, 0.1176], [-1.8895, -1.5919, 0.9188], [-3.3597, -1.0571, -0.0104], [-3.1230, -0.2992, -1.3011], [-1.7901, 0.9585, -1.2084], [-1.2747, -0.1467, -3.2758], [-2.2275, 1.3203, -3.5251], [-0.2394, 2.7243, -3.0928], [-0.0347, 1.6469, -4.4585], [2.8700, -0.6216, -3.1094], [1.8159, -0.3435, -4.4845], [1.4862, -2.5473, -3.2998], [0.0093, -1.6094, -3.4854], [-0.2516, -3.8958, -1.5689], [-1.3693, -2.5892, -1.9739], [-0.5870, -3.5074, 0.8411], [-2.1376, -3.8063, 0.0449], [-3.9043, -0.4294, 0.7006], [-3.9906, -1.9290, -0.2107], [-4.0452, 0.2099, -1.5960], [-2.8549, -0.9890, -2.1019], [3.2819, 1.4103, 0.4930], [1.5314, 1.8565, 0.6257], [1.4375, 3.4682, -0.2458], [1.3887, 2.3933, 2.3753], [-0.0522, 2.7850, 2.6564], [-1.1691, 1.3778, 2.2943], [-2.7935, 2.1981, 2.1745], [-1.2873, 0.5090, 3.8852], [3.9178, 2.2330, 0.8238], [3.5167, 1.1732, -0.5431], [3.4658, 0.5258, 1.1114], [1.9442, 4.2399, 0.3338], [0.4009, 3.7673, -0.4002], [1.9222, 3.3984, -1.2177], [2.0679, 3.2324, 2.5678], [1.6920, 1.5511, 3.0068], [-0.3530, 3.6171, 2.0127], [-0.1939, 3.1097, 3.6925], [-2.9162, 2.9255, 2.9789], [-3.5860, 1.4531, 2.2657], [-2.8980, 2.7058, 1.2170], [-1.6507, 1.1855, 4.6616], [-0.3064, 0.1170, 4.1524], [-1.9684, -0.3375, 3.7921], [1.1159, -1.0987, 2.0081]], "orbital_gap_ev": [8.4538, 9.0223], "e_homo_ha": [-0.389, -0.419], "fmax_ha_per_bohr": 0.0103, "charge": 1, "s_squared": 3.766, "e_lumo_ev": [-2.14, -2.38], "spin_multiplicity": 4}



{"formula": "C9H18N2O3S", "method": "the ωB97M-V functional and the def2-TZVPD basis", "species": ["C", "C", "C", "C", "C", "C", "C", "C", "C", "H", "H", "H", "H", "H", "H", "H", "H", "H", "H", "H", "H", "H", "H", "H", "H", "H", "H", "N", "N", "O", "O", "O", "S"], "positions_angstrom": [[0.9243, 0.2177, -0.3673], [-0.5517, 0.0558, 0.0992], [1.8757, -0.4903, 0.6938], [1.9065, -1.9580, 0.6350], [3.3374, 0.2111, 0.6664], [4.3179, -0.0730, -0.6307], [-3.0417, 0.1238, -0.4857], [-3.3344, 1.4404, 0.2614], [-3.4497, -1.1598, -0.1221], [1.7524, 2.0324, -1.2891], [0.0094, 2.2433, -0.2319], [0.8810, -0.4739, -1.3227], [1.3949, -0.3975, 1.7597], [3.0148, -2.3688, 1.0549], [1.7571, -2.2503, -0.4319], [1.0915, -2.2974, 1.2856], [3.1628, 1.3111, 0.8862], [4.0070, -0.1760, 1.5416], [4.5950, -1.0534, -1.0698], [3.7873, 0.2576, -1.6377], [5.2384, 0.6356, -0.3288], [-1.3401, 0.0764, -1.9129], [-3.5712, 0.4016, -1.3424], [-3.0005, -1.8098, -0.9706], [-2.6721, -1.4191, 0.8438], [-5.5875, -0.4114, 0.7386], [-3.1392, 3.2300, 0.5781], [1.1492, 1.6792, -0.4497], [-1.6467, -0.1338, -0.8857], [-0.5780, 0.0702, 1.4053], [-4.3246, 1.3250, 1.0568], [-2.6580, 2.5397, 0.0841], [-5.3072, -1.3783, -0.1115]], "orbital_gap_ev": 9.4468, "e_homo_ha": -0.338, "fmax_ha_per_bohr": 0.1359, "e_lumo_ev": 0.25}



{"formula": "C2H12F6N2O8S2", "method": "the ωB97M-V functional and the def2-TZVPD basis", "species": ["N", "H", "H", "H", "H", "C", "F", "F", "F", "S", "O", "O", "N", "S", "O", "O", "C", "F", "F", "F", "O", "H", "H", "O", "H", "H", "O", "H", "H", "O", "H", "H"], "positions_angstrom": [[0.2219, 1.5245, -1.6692], [1.1078, 1.4348, -2.1459], [0.2025, 0.7988, -0.9670], [-0.6138, 1.3933, -2.2209], [0.1349, 2.4285, -1.2272], [1.3443, -0.0020, 3.3437], [0.5181, -0.7015, 4.0919], [0.7929, 1.0369, 2.7259], [2.4665, 0.3617, 3.9757], [1.8766, -1.2913, 1.9324], [2.9141, -0.5977, 1.1928], [2.5055, -2.5176, 2.4906], [0.4315, -1.4559, 1.0593], [0.2511, -2.9670, 0.9245], [1.3191, -3.7711, 0.2964], [-0.3819, -3.5294, 2.1518], [-1.1884, -3.1243, -0.3528], [-1.3347, -4.4617, -0.6167], [-2.3384, -2.5913, 0.0772], [-0.8073, -2.4271, -1.4936], [3.8259, 0.9384, -3.8484], [3.7040, 0.6575, -4.7553], [4.6188, 0.4856, -3.5614], [-2.7348, -0.5572, 3.2182], [-2.8315, -1.4075, 3.6471], [-1.8806, -0.6009, 2.7886], [-1.1451, 5.4412, -0.0857], [-0.5385, 6.1686, 0.0528], [-1.6931, 5.4330, 0.6990], [-3.2082, 1.2757, -3.7988], [-3.6857, 2.0549, -4.0835], [-3.8535, 0.5699, -3.8415]], "orbital_gap_ev": 7.8386, "e_homo_ha": -0.330, "fmax_ha_per_bohr": 0.1355, "e_lumo_ev": -1.15}